# 1
Formula: C8H15NOPPb
Source: the Open Molecules 2025 dataset
Level of theory: wB97M-V/def2-TZVPD

E_HOMO (alpha / beta): -0.5 / 0.1 eV
E_tot: -977.62975 hartree
Total charge: -1

```
27
C8H15NOPPb wB97M-V/def2-TZVPD
C 3.1140 0.4106 -1.7982
C 3.5486 -0.5605 -0.7834
C 3.3428 0.0170 0.4704
C 2.7768 1.3568 0.2563
C 2.7684 1.6365 -1.1467
Pb 1.1896 0.0022 -0.6531
P -0.0148 -1.2113 -2.1449
H 3.2025 0.2689 -2.8776
H 3.9277 -1.5629 -0.9883
H 3.5290 -0.4437 1.4417
H 2.4793 2.5725 -1.6252
H 2.5581 2.0770 1.0481
H -0.8830 -2.1992 -1.6214
H 0.6922 -1.9707 -3.1105
H -0.9073 -0.4987 -2.9833
C -2.7992 -1.3603 1.4069
N -2.4825 0.0609 1.3437
C -3.4323 1.0471 1.8239
C -1.3057 0.4736 0.7898
O -0.5190 -0.3572 0.3587
H -3.7961 -1.5477 1.8580
H -2.0370 -1.8935 2.0134
H -2.8083 -1.7881 0.3798
H -2.9740 1.6481 2.6362
H -3.7312 1.7182 0.9904
H -4.3537 0.5709 2.2230
H -1.0846 1.5335 0.6926
```

Atom charges from the Mulliken analysis, given in e for atoms 1 to 5: number 1, C, carries -0.687; number 2, C, carries -0.293; number 3, C, carries -0.591; number 4, C, carries -0.573; number 5, C, carries -0.400



# 2
Formula: C4H5NS2
Source: the Open Molecules 2025 dataset
Level of theory: wB97M-V/def2-TZVPD

SMILES: NC1=CC(=S)SC1
E_HOMO: -8.1 eV
E_tot: -1006.53461 hartree
Total charge: 0

```
12
C4H5NS2 wB97M-V/def2-TZVPD
N 0.6501 2.4177 -1.5211
C 0.4552 1.2835 -0.7709
C -0.6798 0.5120 -0.7660
C -0.6107 -0.6071 0.1325
S -1.8444 -1.6491 0.5392
S 0.9949 -0.6825 0.9078
C 1.6076 0.8085 0.0844
H 1.6858 2.7927 -1.5924
H -0.1028 2.8913 -1.9760
H -1.5457 0.6648 -1.3834
H 2.4668 0.5750 -0.5358
H 1.9035 1.4760 0.9019
```

Atom charges from the natural (NBO) analysis, given in e for atoms 1 to 5: number 1, N, carries -0.796; number 2, C, carries 0.283; number 3, C, carries -0.403; number 4, C, carries -0.254; number 5, S, carries -0.086



# 3
Formula: C10H8O3
Source: the Open Molecules 2025 dataset
Level of theory: wB97M-V/def2-TZVPD

SMILES: C=C1[C@H]2C=Cc3c(O)oc(O)c3[C@@H]12
E_HOMO: -7.2 eV
E_tot: -611.46289 hartree
Total charge: 0

```
21
C10H8O3 wB97M-V/def2-TZVPD
C -1.5632 0.7171 -1.5859
C -1.1348 0.8338 -0.3573
C -1.2658 0.4372 1.0466
C -1.0020 -0.9991 1.1161
C 0.0786 -1.4803 0.4994
C 1.2241 -0.6724 0.1911
C 2.5204 -0.9752 -0.1096
O 3.1621 -2.1345 -0.3770
O 3.2819 0.1457 -0.1232
C 2.4523 1.1905 0.1741
O 2.9924 2.4250 0.2206
C 1.1890 0.7505 0.3809
C -0.1244 1.3627 0.5627
H -2.4376 0.1345 -1.8288
H -1.0454 1.1837 -2.4079
H -2.0355 0.8584 1.6773
H -1.7781 -1.6459 1.4932
H 0.2119 -2.5547 0.4234
H 2.5177 -2.8499 -0.3820
H 3.9339 2.3464 0.0241
H -0.1605 2.4023 0.8572
```

Atom charges from the natural (NBO) analysis, given in e for atoms 1 to 5: number 1, C, carries -0.395; number 2, C, carries 0.055; number 3, C, carries -0.302; number 4, C, carries -0.177; number 5, C, carries -0.202



# 4
Formula: C36H47F5IrN3O2SeSi4Te
Source: the Open Molecules 2025 dataset
Level of theory: wB97M-V/def2-TZVPD

E_HOMO (alpha / beta): -1.4 / -1.4 eV
E_tot: -6146.01192 hartree
Total charge: -2

```
100
C36H47F5IrN3O2SeSi4Te wB97M-V/def2-TZVPD
Ir -0.6872 0.3908 2.0087
O -1.4239 7.0039 3.9191
C -0.6836 6.1818 4.4970
O 0.1023 6.3403 5.4502
C -0.7071 4.7556 3.8976
C 0.1342 3.7578 4.3707
C 0.0709 2.4787 3.8349
N -0.8053 2.1960 2.8451
C -1.6508 3.1421 2.3960
C -1.6160 4.4308 2.8963
C -2.6258 2.6029 1.4417
C -3.6710 3.3683 0.9224
C -4.6662 2.7604 0.1913
C -4.5906 1.3865 -0.0201
C -3.4967 0.7047 0.4653
N -2.5150 1.2766 1.1753
C 0.7813 1.2872 4.3021
C 1.5878 1.2665 5.4336
C 2.0368 0.0649 5.9380
C 1.6544 -1.1040 5.2886
C 0.9077 -1.0231 4.1379
N 0.4692 0.1445 3.6243
H 0.8097 4.0121 5.1763
H -2.2743 5.2167 2.5515
H -3.6996 4.4284 1.1302
H -5.4917 3.3395 -0.2027
H -5.3513 0.8544 -0.5747
H -3.3832 -0.3532 0.3036
H 1.8344 2.2024 5.9151
H 2.6678 0.0346 6.8162
H 1.9674 -2.0772 5.6427
H 0.6208 -1.9055 3.5891
C -1.7830 -2.5535 -0.2911
C -0.5272 -2.6549 0.5556
C -0.8601 -3.4711 1.8157
C 0.5594 -3.4000 -0.2207
C -0.0134 -1.3107 1.0827
H -2.1931 -3.5449 -0.5116
H -1.5803 -2.0560 -1.2418
H -2.5368 -1.9844 0.2461
H -1.2545 -4.4534 1.5338
H -1.5983 -2.9443 2.4239
H 0.0364 -3.6351 2.4187
H 0.2094 -4.3843 -0.5511
H 1.4470 -3.5353 0.4018
H 0.8587 -2.8251 -1.0991
H 0.9916 -1.5350 1.4751
C -3.7955 -1.1468 -2.7656
Si -2.5841 0.1201 -3.4466
C -3.3375 1.8349 -3.2265
C -2.5506 -0.1719 -5.3143
Si -0.3255 0.0828 -2.7416
Te 0.7159 0.2050 -0.4557
Si 0.7951 -1.5354 -4.0428
C 2.5180 -1.8488 -3.3699
C 1.0555 -0.9834 -5.8343
C -0.1589 -3.1634 -4.1135
Si 0.4896 2.1641 -3.5020
C -0.0303 2.5766 -5.2753
C 2.3697 2.1565 -3.4950
C -0.1219 3.5296 -2.3670
H -4.7478 -1.0235 -3.2923
H -3.9757 -1.0140 -1.7008
H -3.4501 -2.1708 -2.9192
H -4.4107 1.8060 -3.4437
H -2.8784 2.5505 -3.9098
H -3.2106 2.2092 -2.2117
H -3.5710 -0.0421 -5.6930
H -2.2185 -1.1756 -5.5837
H -1.9121 0.5510 -5.8235
H 3.1349 -0.9535 -3.4777
H 2.9915 -2.6596 -3.9326
H 2.5171 -2.1090 -2.3111
H 1.6990 -0.1018 -5.8771
H 0.1251 -0.7527 -6.3546
H 1.5600 -1.7852 -6.3842
H -0.2592 -3.6175 -3.1258
H 0.3644 -3.8735 -4.7621
H -1.1633 -3.0194 -4.5187
H 0.3132 1.8159 -5.9781
H 0.4137 3.5322 -5.5730
H -1.1117 2.6693 -5.3816
H 2.7619 1.4526 -4.2335
H 2.7676 1.8769 -2.5175
H 2.7438 3.1537 -3.7468
H -1.2048 3.6488 -2.4301
H 0.3413 4.4845 -2.6343
H 0.1305 3.3085 -1.3279
F 5.8071 -5.2402 5.8948
C 5.3832 -4.2163 5.1254
C 6.0946 -3.0326 5.0683
F 7.2224 -2.9112 5.7970
C 5.6529 -1.9891 4.2769
F 6.4076 -0.8796 4.2854
C 4.4901 -2.0488 3.4986
Se 3.8650 -0.6117 2.4607
C 3.8071 -3.2671 3.5924
F 2.6700 -3.4642 2.8985
C 4.2283 -4.3254 4.3756
F 3.5211 -5.4718 4.4197
```

Atom charges from the Mulliken analysis, given in e for atoms 1 to 5: number 1, Ir, carries 0.144; number 2, O, carries -0.757; number 3, C, carries 0.468; number 4, O, carries -0.748; number 5, C, carries -0.683



# 5
Formula: C6H12N2
Source: the Open Molecules 2025 dataset
Level of theory: wB97M-V/def2-TZVPD

SMILES: C=NN1CC[C@@H]1CC
E_HOMO: -8.4 eV
E_tot: -345.23743 hartree
Total charge: 0

```
20
C6H12N2 wB97M-V/def2-TZVPD
C 2.3813 -0.6140 0.2143
N 1.5226 -0.5184 -0.7061
N 0.6173 0.4835 -0.5453
C 0.3867 1.0665 0.7891
C -0.9256 1.5502 0.2870
C -0.8393 0.5005 -0.8294
C -1.5454 -0.8171 -0.5678
C -1.2811 -1.4580 0.8402
H 2.5308 0.1517 0.9895
H 3.1503 -1.3548 0.0497
H 1.1080 1.8277 1.1815
H 0.3453 0.2878 1.5577
H -0.8609 2.5510 -0.1509
H -1.7467 1.5038 0.9989
H -0.9900 0.8210 -1.8508
H -2.6043 -0.5738 -0.6732
H -1.2527 -1.4852 -1.3953
H -0.3170 -1.8511 1.0127
H -1.4206 -0.7398 1.6500
H -1.9812 -2.2627 0.9904
```

Atom charges from the natural (NBO) analysis, given in e for atoms 1 to 5: number 1, C, carries -0.205; number 2, N, carries -0.203; number 3, N, carries -0.260; number 4, C, carries -0.256; number 5, C, carries -0.426



# 6
Formula: C24H60O12
Source: the Open Molecules 2025 dataset
Level of theory: wB97M-V/def2-TZVPD

SMILES: COCCOC.COCCOC.COCCOC.COCCOC.COCCOC.COCCOC
E_HOMO: -9.5 eV
E_tot: -1853.03323 hartree
Total charge: 0

```
96
C24H60O12 wB97M-V/def2-TZVPD
C -5.8184 1.0110 -4.0809
O -5.1130 0.9894 -2.8644
C -5.5649 1.9079 -1.8912
C -4.6037 1.8703 -0.7353
O -3.4470 2.5879 -1.0642
C -2.6245 2.8473 0.0444
H -5.1634 0.5694 -4.8341
H -6.0989 2.0174 -4.3975
H -6.6978 0.3566 -4.0215
H -6.5799 1.6712 -1.5532
H -5.5154 2.9258 -2.3012
H -4.3872 0.8160 -0.4952
H -5.1129 2.2637 0.1581
H -2.2281 1.9147 0.4616
H -3.1404 3.4422 0.8056
H -1.7937 3.4577 -0.3123
C 5.0930 1.1215 -1.8727
O 5.4584 0.7435 -0.5463
C 4.6202 -0.2390 0.0049
C 5.2800 -0.8188 1.2343
O 6.3835 -1.6374 0.9489
C 7.6047 -0.9574 0.7182
H 4.0808 1.5242 -1.9425
H 5.2168 0.2514 -2.5225
H 5.7853 1.9100 -2.1646
H 4.4335 -1.0527 -0.7125
H 3.6502 0.2112 0.2696
H 4.5653 -1.4623 1.7511
H 5.5418 0.0113 1.9073
H 8.3725 -1.7279 0.6618
H 7.8625 -0.3193 1.5760
H 7.5998 -0.3412 -0.1786
C -0.1107 -3.7511 -0.7225
O -0.0623 -2.6179 0.1274
C -0.9502 -2.7312 1.2004
C -0.9784 -1.4489 2.0060
O 0.1445 -1.1077 2.7742
C 1.3643 -0.9592 2.0809
H -1.1344 -3.9165 -1.0744
H 0.2479 -4.6510 -0.2059
H 0.5593 -3.5774 -1.5611
H -0.7819 -3.6379 1.8027
H -1.9792 -2.8644 0.8176
H -1.7991 -1.5180 2.7273
H -1.2832 -0.6278 1.3349
H 1.3337 -0.0942 1.4054
H 1.6593 -1.8545 1.5374
H 2.1287 -0.7603 2.8356
C -2.1566 -0.0953 -2.5021
O -0.7998 -0.4103 -2.7505
C -0.0105 0.0152 -1.6646
C 1.4541 -0.3418 -1.8216
O 2.1064 0.2488 -2.9223
C 1.9270 -0.4429 -4.1326
H -2.4835 -0.7457 -1.6808
H -2.7675 -0.3404 -3.3697
H -2.3652 0.9502 -2.2674
H -0.3458 -0.4559 -0.7259
H -0.0957 1.1089 -1.5546
H 1.5384 -1.4363 -1.9088
H 1.9242 0.0128 -0.9047
H 2.3771 -1.4425 -4.0731
H 2.4412 0.1220 -4.9134
H 0.8833 -0.5012 -4.4414
C -4.4530 -2.4856 -0.6705
O -4.7492 -2.3795 0.7044
C -4.7924 -3.6521 1.3149
C -4.8444 -3.4584 2.8058
O -6.0195 -2.8816 3.3015
C -7.1943 -3.6449 3.1374
H -5.3266 -2.8988 -1.1931
H -3.5336 -3.0365 -0.8910
H -4.3370 -1.4827 -1.0792
H -3.8802 -4.1925 1.0266
H -5.6446 -4.2568 0.9840
H -4.0315 -2.8031 3.1222
H -4.6239 -4.4317 3.2842
H -7.4095 -3.8665 2.0916
H -8.0049 -3.0449 3.5452
H -7.1381 -4.5744 3.7191
C 2.4342 3.5941 -0.1270
O 2.8631 4.0289 1.1403
C 3.9965 3.2949 1.5912
C 4.2884 3.7305 3.0079
O 4.5062 5.1191 3.1190
C 5.7865 5.5179 2.6808
H 1.7334 4.3374 -0.5011
H 1.8920 2.6379 -0.0596
H 3.2879 3.4790 -0.8035
H 4.8441 3.4930 0.9235
H 3.7265 2.2311 1.5369
H 5.1764 3.2081 3.3959
H 3.4485 3.4936 3.6605
H 6.5667 4.9055 3.1487
H 5.9228 6.5518 2.9902
H 5.8649 5.4745 1.5896
```

Atom charges from the Mulliken analysis, given in e for atoms 1 to 5: number 1, C, carries -0.838; number 2, O, carries -0.131; number 3, C, carries -0.778; number 4, C, carries -0.087; number 5, O, carries -0.382